Below is C2H5FSi in the gas phase at a distorted geometry, with properties calculated with ωB97M-V with the def2-TZVPD basis set.

As for the LUMO energy: 0.95 eV. Its total energy is -12748.124 eV. The calculation puts the highest occupied orbital energy at -9.991 eV. As for the HOMO-LUMO gap: 10.945 eV. Its net charge is 0.

Geometry as XYZ:
```
9
Properties=species:S:1:pos:R:3:lowdin_charge:R:1
Si 0.1167 1.0052 -0.4963 0.677
F -1.3655 0.7477 1.5973 -0.041
C -0.6110 -0.0496 0.8061 -0.607
C -0.5268 -1.3180 1.0556 0.015
H 1.4451 0.3600 -1.0968 -0.049
H -0.9691 -1.6390 1.9521 0.055
H 0.6706 2.1704 0.1515 -0.082
H 0.0382 -1.9971 0.4434 0.062
H -1.1060 0.8535 -1.4535 -0.032
```

=====

Below is C17H28N6O6SeZn as an isolated structure at a distorted geometry, with properties calculated with ωB97M-V with the def2-TZVPD basis set.

As for the LUMO energy: -0.31 eV. Its total energy is -153066.425 eV. The calculation puts the highest occupied orbital energy at -6.458 eV. As for the HOMO-LUMO gap: 6.144 eV. Its net charge is 0.

Geometry as XYZ:
```
59
Properties=species:S:1:pos:R:3:lowdin_charge:R:1
Se 0.1943 1.3727 -0.6273 0.781
Zn -0.3679 -2.0740 -1.9677 0.588
O 1.4919 -5.0323 1.6086 -0.095
O -2.8829 -0.5569 -2.4834 -0.167
O -0.9534 -0.0075 -4.0207 -0.050
O 2.2165 -1.6036 -0.3722 -0.066
O 0.2834 -2.4562 1.0187 -0.243
O -1.5700 -3.1543 -3.3527 -0.114
N 0.7470 2.0560 2.1171 -0.078
N -2.1940 -1.2024 -1.6084 -0.165
N -0.5508 3.5169 1.1589 0.104
N 1.5858 -1.4443 -1.5532 -0.078
N -0.6486 -2.2705 0.1271 -0.131
N 0.0177 -0.5929 -3.2901 -0.073
C -2.2800 -2.1707 1.9939 -0.024
C 3.3638 0.1971 -1.9574 -0.027
C 1.0879 3.2892 4.3048 -0.006
C 0.0016 5.4857 4.2756 -0.088
C 0.1177 2.3388 0.9262 -0.718
C 1.5274 1.1108 -4.2543 -0.013
C -0.5830 5.2315 3.0256 -0.014
C 1.2276 -0.0587 -3.3841 -0.294
C 1.6569 0.9408 2.3049 -0.017
C -0.3240 3.9931 2.4512 -0.187
C 0.8222 4.5287 4.9066 -0.084
C -4.1443 -0.9488 -0.1893 -0.032
C -1.8945 -2.0016 0.5655 -0.262
C -0.3975 -3.9884 -2.5631 -0.032
C 2.1284 -0.5225 -2.3468 -0.311
C -2.7564 -1.4176 -0.4105 -0.283
C 0.4963 3.0528 3.0676 -0.158
H -0.1414 -4.7731 -3.2924 0.105
H 0.5880 -3.4878 -2.3660 0.087
H 3.8288 0.6534 -2.8350 0.078
H -0.8785 -4.4846 -1.7111 0.110
H 1.2608 4.7656 5.8771 0.103
H 0.8425 1.1226 -5.1081 0.086
H -1.3516 -3.2301 -4.2993 0.098
H 1.1539 -4.1389 1.3688 -0.007
H -4.8092 -1.3684 -0.9541 0.087
H 1.7230 2.5245 4.7491 0.105
H 4.0709 -0.4968 -1.4972 0.089
H -4.5068 -1.2508 0.7968 0.066
H 1.1459 -0.0087 2.1032 0.085
H 2.5590 1.0512 -4.6232 0.084
H -1.8235 -0.2228 -3.4678 0.044
H 1.4152 2.0515 -3.6957 0.095
H 3.1300 0.9939 -1.2380 0.072
H -1.2148 5.9416 2.4920 0.113
H -2.2405 -1.2091 2.5275 0.095
H -1.6015 -2.8726 2.4876 0.079
H -0.1698 6.4410 4.7746 0.102
H 2.5129 1.0199 1.6215 0.095
H 2.0022 0.9764 3.3402 0.080
H -4.1978 0.1463 -0.2624 0.091
H 2.2160 -5.1953 0.9829 0.024
H 1.4686 -1.9978 0.2474 0.036
H -1.0957 3.9880 0.4437 0.155
H -3.3059 -2.5501 2.0666 0.077
```

=====

Below is a 2-piece molecular cluster, C8H19NSi overall at a distorted geometry, with properties calculated with ωB97M-V with the def2-TZVPD basis set.

As for the LUMO energy: 0.80 eV. Its total energy is -17967.339 eV. The calculation puts the highest occupied orbital energy at -8.146 eV. As for the HOMO-LUMO gap: 8.950 eV. Its net charge is 0.

Geometry as XYZ:
```
29
Properties=species:S:1:pos:R:3:lowdin_charge:R:1
Si -1.2705 -0.8105 0.4229 0.540
N 2.3033 0.6647 -0.0286 -0.159
C 3.5557 1.2809 0.4490 -0.050
C -0.8836 -2.3462 -0.6476 -0.181
C -0.2992 -0.7335 2.0089 -0.204
C -0.7850 0.6369 -2.1684 -0.116
C 2.0844 -0.4686 -0.5987 -0.004
C -0.9385 0.6770 -0.6442 -0.374
C -3.1217 -0.4596 0.7785 -0.145
C -0.5896 1.8887 -0.1683 -0.063
H -0.4574 2.8032 -0.6672 0.044
H -3.6155 -1.0800 1.3733 -0.028
H -1.4071 0.0393 -2.6937 0.016
H -0.3311 0.2399 2.6448 0.057
H -1.8013 -2.5154 -1.4031 0.082
H 3.1704 -1.0165 -0.8456 0.055
H -0.5144 2.1028 0.8985 0.052
H 0.7784 -0.7552 1.9182 -0.005
H 3.9240 2.1180 -0.0532 0.055
H 3.3875 1.4464 1.4279 0.042
H -0.5137 1.5655 -2.7425 0.098
H 4.4257 0.5992 0.1393 0.112
H -3.7031 -0.4369 -0.0768 0.012
H 0.0734 -0.0185 -2.4280 0.063
H 0.0051 -2.1764 -1.0774 -0.077
H 1.4034 1.1099 0.1124 0.051
H -0.7200 -1.4509 2.8131 0.058
H -0.8345 -3.3236 -0.0232 0.057
H -3.3251 0.4194 1.2798 0.013
```